(1)
Below is a 2-piece molecular cluster, C25H53BClN3O6PS overall, with properties calculated with ωB97M-V/def2-TZVPD.

**LUMO level**: 1.33 eV
**Energy relative to the best compared isomer or geometry (same formula, charge and spin)**: 0.0 kcal per mole
**E_HOMO**: -4.2 eV
**M**: 601.02 g mol⁻¹
**Maximum force**: 0.9 eV/A
**Calculated total energy**: -2824.71154 Ha

```
! wB97M-V def2-TZVPD RIJCOSX def2/J DEFGRID3
* xyz -1 1
Cl -0.326 -3.323 -2.633
S -4.517 -5.012 -0.031
P -4.170 -3.287 0.781
O -2.152 -3.006 -0.898
O 1.389 -3.445 -0.404
O -0.914 -3.108 2.483
O 5.623 7.446 -2.903
O 1.345 -7.003 4.333
O 6.829 7.102 -1.033
N -5.510 4.179 1.667
N -4.973 2.933 -0.282
N -3.668 2.666 1.631
C 2.621 2.664 -1.920
C -0.797 -2.633 -1.022
C 0.406 -5.843 0.847
C -4.634 3.247 1.059
C 6.233 7.815 -1.873
C 0.857 0.926 -1.342
C -3.786 -1.166 -0.988
C -0.592 -1.123 -1.133
C 0.567 -1.181 1.856
C 3.174 3.628 -2.973
C -0.512 -4.806 0.208
C 1.559 1.707 -2.467
C 0.780 -0.611 -1.559
C 2.439 -3.325 0.526
C -3.978 0.196 -0.285
C -5.422 0.509 0.157
C 4.552 4.221 -2.646
C 6.232 9.341 -1.612
C 0.059 -3.371 0.096
C 1.074 -7.113 2.934
C -2.976 -2.159 -0.142
C 0.460 -5.844 2.371
C 4.791 4.537 -1.168
C 1.240 -1.194 3.243
C -5.955 1.832 -0.381
B -0.097 -2.563 1.487
H -5.663 4.982 1.068
H -2.427 -1.629 0.641
H -3.679 -3.333 2.104
H 0.809 2.323 -2.969
H 3.344 -3.665 0.025
H -6.102 -0.277 -0.172
H 0.949 -0.826 -2.610
H -6.873 2.115 0.143
H 0.602 -1.663 3.987
H 1.441 -0.171 3.557
H -3.611 0.995 -0.922
H 2.468 4.455 -3.072
H -3.356 0.227 0.607
H -3.302 -1.058 -1.953
H -5.484 0.527 1.246
H 3.414 2.072 -1.457
H 2.020 -7.319 2.438
H 1.061 -5.007 2.744
H -6.215 1.702 -1.432
H 1.389 1.102 -0.406
H 3.915 4.993 -0.706
H 2.200 -1.705 3.191
H -3.572 2.974 2.595
H -0.156 1.306 -1.199
H -5.402 3.753 -0.692
H 1.416 -5.788 0.438
H 2.614 -2.294 0.835
H -1.299 -0.770 -1.887
H 5.086 3.635 -0.630
H 2.167 3.241 -1.112
H 5.339 3.546 -2.990
H 3.206 3.092 -3.924
H 6.693 9.858 -2.455
H -1.458 -4.800 0.744
H 2.002 1.031 -3.197
H -5.329 -2.507 0.884
H 0.752 -6.342 4.685
H 1.577 -1.077 -0.987
H -0.539 -5.694 2.787
H 4.681 5.151 -3.202
H -0.237 -0.437 1.865
H 5.609 5.257 -1.100
H -1.758 -2.659 2.540
H 6.776 9.588 -0.699
H 0.377 -7.941 2.789
H 0.032 -6.825 0.539
H -5.128 4.528 2.537
H -0.753 -5.160 -0.794
H 2.303 -3.957 1.408
H 5.203 9.697 -1.523
H -4.764 -1.606 -1.201
H -0.881 -0.625 -0.209
H 1.292 -0.845 1.120
*
```

Atomic partial charges in e from the Mulliken method, atoms 1 to 2: Cl -0.255; S -0.390

---

(2)
Below is a 4-piece molecular cluster, C2H13NO3S overall, with properties calculated with ωB97M-V/def2-TZVPD.

**Structure (SMILES)**: NCCS.O.O.O
**LUMO level**: 0.35 eV
**Energy relative to the best compared isomer or geometry (same formula, charge and spin)**: 28.9 kcal per mole
**E_HOMO**: -9.3 eV
**M**: 131.20 g mol⁻¹
**Maximum force**: 4.3 eV/A
**Calculated total energy**: -762.60705 Ha

```
! wB97M-V def2-TZVPD RIJCOSX def2/J DEFGRID3
* xyz 0 1
S -1.340 -0.339 -2.783
O -3.299 -0.603 1.248
O -1.301 1.600 1.998
O 4.111 -1.582 0.307
N 1.556 0.285 0.231
C 0.205 0.388 -0.421
C 0.307 0.045 -1.908
H 0.813 0.945 -2.452
H -1.962 -0.869 -1.778
H -4.244 -0.735 1.177
H -0.288 -0.388 0.163
H -0.316 1.289 -0.332
H 3.414 -0.823 0.313
H -1.340 2.262 2.706
H 1.321 -0.305 1.061
H 4.440 -1.672 -0.544
H 0.897 -0.894 -1.926
H -2.916 -0.863 0.427
H -1.978 0.945 1.994
H 1.918 1.314 0.518
*
```

Atomic partial charges in e from the natural (NBO) method, atoms 1 to 2: S -0.060; O -0.952

---

(3)
Below is a 6-piece molecular cluster, C39H82ClF10NO19PS7 overall, with properties calculated with ωB97M-V/def2-TZVPD.

**LUMO level**: -3.09 eV
**E_HOMO**: -12.0 eV
**M**: 1349.95 g mol⁻¹
**Maximum force**: 1.1 eV/A
**Calculated total energy**: -7606.80808 Ha

```
! wB97M-V def2-TZVPD RIJCOSX def2/J DEFGRID3
* xyz 1 1
Cl -3.798 -2.988 -1.167
S 9.248 -1.410 -0.620
S 4.153 3.425 2.260
S 4.521 8.260 7.484
S -5.630 -0.646 4.075
S 1.740 -0.942 -4.099
S 5.391 -3.291 -7.156
S -12.113 -1.573 1.128
P -3.660 3.187 -2.612
F 5.154 2.224 1.909
F 3.177 4.621 2.543
F 4.172 1.671 4.217
F 2.234 -4.588 -1.968
F 5.087 3.886 3.442
F 3.224 2.991 1.020
F 1.934 0.410 3.907
F 4.965 4.337 1.284
F 2.442 3.000 4.224
F 1.260 1.694 2.293
O -11.741 -2.901 0.741
O 10.261 -2.596 -0.855
O -5.753 0.448 3.153
O 4.808 -4.570 -7.878
O 4.021 7.574 8.635
O 4.125 7.452 6.171
O 6.729 -3.537 -6.718
O -3.238 4.588 -2.650
O 3.635 -3.135 -2.832
O 5.118 -2.134 -7.957
O -7.033 -0.969 4.703
O -5.176 2.999 -3.031
O 8.030 -1.938 -0.069
O -13.687 -1.477 1.218
O 9.153 -0.594 -1.791
O 5.913 8.586 7.415
O -3.489 2.500 -1.178
O -11.518 -1.011 2.305
O -4.999 -1.844 3.601
N 1.670 -0.021 -2.560
C -14.288 -2.240 3.486
C -1.168 2.480 -3.469
C 10.160 -0.564 0.619
C -0.182 1.311 -3.700
C 9.739 -3.516 -3.086
C 2.674 -3.329 -2.198
C -0.782 -1.707 0.299
C -2.648 2.075 -3.610
C 4.967 6.328 5.821
C 3.013 0.152 1.863
C 2.361 1.111 2.827
C -5.745 1.739 -3.457
C 9.789 -3.758 -1.594
C 6.574 -5.337 -9.423
C 3.231 2.247 3.454
C -14.380 -2.491 1.999
C -0.626 -0.067 -1.604
C 4.694 -1.348 -0.421
C -4.834 -0.113 5.548
C 3.543 9.687 7.181
C -8.180 -2.473 3.109
C 4.688 5.104 6.667
C -3.080 -2.807 0.464
C 1.723 -2.363 -1.532
C 0.360 0.768 -2.383
C -0.125 -0.405 -0.186
C -8.174 -1.135 3.806
C 1.418 -0.302 -0.107
C -11.891 -0.466 -0.219
C 5.177 -4.779 -9.272
C -5.833 0.682 -2.359
C 2.144 -0.899 -1.332
C -4.143 3.153 -0.053
C 4.320 -3.296 -5.761
C -2.279 -1.512 0.558
C 3.665 -0.642 -1.337
C 4.501 -2.768 0.141
C 1.956 -0.784 1.254
C -4.127 2.196 1.118
H -5.134 -0.140 -2.509
H 3.477 -3.132 0.177
H 1.655 0.768 -0.122
H 3.533 0.706 1.092
H -9.033 -1.023 4.461
H -14.609 -1.226 3.725
H -5.638 1.128 -1.386
H -3.887 -2.857 1.190
H -6.837 0.261 -2.320
H -1.543 0.520 -1.520
H -7.364 -2.561 2.391
H 3.990 -0.800 -2.368
H -4.888 -0.915 6.278
H 5.618 -1.367 -1.000
H 2.506 9.382 7.073
H -8.084 -3.288 3.826
H -0.948 3.269 -4.184
H 4.427 -5.479 -9.633
H -3.249 2.347 1.747
H -4.122 1.174 0.750
H -13.272 -2.371 3.853
H 4.654 -2.490 -5.113
H 9.517 -4.456 -3.592
H 5.050 -3.838 -9.807
H -3.798 0.096 5.287
H -0.490 0.402 0.459
H 10.243 -1.204 1.493
H 1.102 -0.787 1.931
H 1.515 -2.789 -0.551
H -6.735 2.016 -3.806
H -12.327 0.494 0.044
H 4.409 -4.247 -5.244
H 3.624 4.865 6.652
H 0.768 -2.438 -2.058
H 3.762 -0.405 2.426
H -10.817 -0.370 -0.366
H 10.698 -3.144 -3.445
H 3.775 0.437 -1.156
H -9.126 -2.581 2.578
H -0.689 0.505 -4.232
H -0.685 -2.484 -0.465
H -8.183 -0.304 3.101
H 3.909 10.179 6.285
H 8.819 -4.051 -1.192
H 8.973 -2.791 -3.352
H 2.597 -0.093 -4.680
H 11.138 -0.315 0.216
H 9.604 0.341 0.852
H -3.612 4.080 0.162
H 6.740 -5.601 -10.467
H -5.329 0.784 5.908
H -5.176 1.385 -4.317
H 10.509 -4.532 -1.339
H -0.319 -2.097 1.207
H -12.364 -0.889 -1.100
H 4.932 -0.684 0.407
H 3.302 -3.133 -6.110
H 7.329 -4.612 -9.125
H -13.986 -3.469 1.721
H 0.636 1.642 -1.786
H 2.319 -1.810 1.248
H 6.698 -6.230 -8.811
H 4.983 5.258 7.703
H 4.735 6.139 4.775
H -15.407 -2.427 1.647
H 6.011 6.637 5.885
H -2.990 2.133 -4.645
H 0.640 1.678 -4.319
H -2.792 1.048 -3.265
H 5.084 -3.493 -0.424
H -5.014 2.292 1.740
H -1.019 2.931 -2.484
H -14.938 -2.945 4.006
H -2.428 -1.083 1.551
H -5.161 3.426 -0.340
H 5.247 4.256 6.270
H -2.445 -3.681 0.604
H -0.888 -0.971 -2.167
H 3.662 10.330 8.050
H -2.679 -0.814 -0.175
H 4.879 -2.806 1.162
H 2.391 0.695 -2.652
*
```

Atomic partial charges in e from the Mulliken method, atoms 1 to 2: Cl -0.221; S 1.332

---

Question: Which of these has the highest E_HOMO?
Answer: C25H53BClN3O6PS

---

Question: Look up the E_HOMO of the second one.
Answer: -9.3 eV

---

Question: Among the records above, which one has the lowest E_HOMO?
Answer: C39H82ClF10NO19PS7

---

Repeat the second record exactly.
Below is a 4-piece molecular cluster, C2H13NO3S overall, with properties calculated with ωB97M-V/def2-TZVPD.

**Structure (SMILES)**: NCCS.O.O.O
**LUMO level**: 0.35 eV
**Energy relative to the best compared isomer or geometry (same formula, charge and spin)**: 28.9 kcal per mole
**E_HOMO**: -9.3 eV
**M**: 131.20 g mol⁻¹
**Maximum force**: 4.3 eV/A
**Calculated total energy**: -762.60705 Ha

```
! wB97M-V def2-TZVPD RIJCOSX def2/J DEFGRID3
* xyz 0 1
S -1.340 -0.339 -2.783
O -3.299 -0.603 1.248
O -1.301 1.600 1.998
O 4.111 -1.582 0.307
N 1.556 0.285 0.231
C 0.205 0.388 -0.421
C 0.307 0.045 -1.908
H 0.813 0.945 -2.452
H -1.962 -0.869 -1.778
H -4.244 -0.735 1.177
H -0.288 -0.388 0.163
H -0.316 1.289 -0.332
H 3.414 -0.823 0.313
H -1.340 2.262 2.706
H 1.321 -0.305 1.061
H 4.440 -1.672 -0.544
H 0.897 -0.894 -1.926
H -2.916 -0.863 0.427
H -1.978 0.945 1.994
H 1.918 1.314 0.518
*
```

Atomic partial charges in e from the natural (NBO) method, atoms 1 to 2: S -0.060; O -0.952